No. 1
52
Properties=species:S:1:pos:R:3:forces:R:3 method="wB97M-V/def2-TZVPD" de_lowest_ev=0.000 total_energy_ev=-68207.9458 e_lumo_ev="0.41 / 0.44" homo_ha="-0.26570 / -0.26418"
Fe -0.310 0.276 0.153 0.392 -1.215 -0.165
C -1.205 2.242 2.757 -0.003 0.029 0.040
C -2.373 1.522 2.530 -0.039 0.054 0.005
C -3.010 1.606 1.300 -0.034 0.090 0.092
C -2.482 2.412 0.298 -0.026 0.037 0.068
C -1.305 3.116 0.518 -0.010 0.012 0.054
C -0.663 3.025 1.750 -0.075 0.060 0.058
H -0.708 2.180 3.718 -0.004 0.003 0.001
H -2.789 0.900 3.313 0.001 0.007 0.003
H -3.916 1.045 1.117 0.024 -0.034 -0.012
H -2.990 2.493 -0.654 0.053 -0.081 -0.029
H -0.900 3.750 -0.258 0.055 -0.072 -0.027
H 0.255 3.574 1.921 0.015 -0.020 -0.008
C 2.244 -0.065 3.528 0.000 -0.004 0.035
C 3.435 0.465 3.046 0.029 0.004 0.031
C 3.478 0.986 1.769 -0.040 0.011 -0.050
C 2.327 0.968 0.980 -0.017 0.172 0.006
N 1.175 0.462 1.464 -0.001 0.295 0.265
C 1.139 -0.036 2.702 0.039 -0.001 -0.095
C 2.208 1.434 -0.407 -0.184 0.005 0.064
C 3.257 1.994 -1.137 -0.034 0.022 0.053
C 3.038 2.386 -2.444 -0.011 0.012 -0.020
C 1.775 2.214 -3.008 0.036 0.035 -0.040
C 0.741 1.653 -2.275 0.000 -0.013 0.131
C 0.922 1.238 -0.948 0.223 0.095 -0.404
H 2.170 -0.489 4.520 0.005 0.011 0.001
H 4.323 0.468 3.665 -0.004 -0.005 -0.002
H 4.394 1.402 1.373 0.002 -0.012 -0.006
H 0.182 -0.428 3.025 0.003 -0.012 -0.007
H 4.238 2.130 -0.694 0.003 -0.011 -0.003
H 3.842 2.821 -3.024 -0.003 0.000 -0.005
H 1.605 2.517 -4.035 0.005 0.008 0.004
H -0.229 1.523 -2.747 0.004 -0.023 0.006
O -1.939 -0.371 -0.592 -0.474 0.598 -0.047
C -2.384 -1.479 -1.097 0.131 0.034 0.033
C -3.739 -1.577 -1.488 0.015 -0.019 -0.009
C -4.251 -2.740 -2.010 -0.027 0.020 0.003
C -3.441 -3.869 -2.170 0.019 -0.022 -0.005
C -2.118 -3.794 -1.797 0.005 0.006 0.002
C -1.570 -2.619 -1.265 0.006 -0.017 -0.006
C -0.169 -2.548 -0.886 -0.007 -0.057 -0.067
N 0.477 -1.547 -0.295 -0.070 -0.036 -0.004
C 1.794 -1.952 -0.170 0.058 0.062 0.073
C 1.945 -3.195 -0.677 -0.032 -0.050 -0.035
N 0.699 -3.563 -1.126 0.029 0.027 0.033
H -4.357 -0.697 -1.363 0.003 0.000 0.001
H -5.294 -2.782 -2.300 0.003 -0.004 -0.002
H -3.843 -4.786 -2.578 -0.005 0.005 0.002
H -1.504 -4.679 -1.919 -0.005 -0.004 0.006
H 2.554 -1.328 0.263 -0.059 -0.010 -0.015
H 2.804 -3.835 -0.766 0.002 0.011 0.006
H 0.465 -4.425 -1.581 0.005 -0.002 -0.011

***

No. 2
117
Properties=species:S:1:pos:R:3:forces:R:3 method="wB97M-V/def2-TZVPD" de_lowest_ev=11.980 total_energy_ev=-213222.1347 e_lumo_ev=-2.97 homo_ha=-0.32945
N -25.873 18.594 3.316 -1.100 0.525 -0.892
H -26.534 19.357 3.354 -0.771 0.265 0.123
H -25.072 18.963 3.807 0.901 -0.796 0.281
H -25.754 18.408 2.331 0.975 0.251 -0.641
H -26.324 17.741 3.618 0.184 -0.392 1.238
O -18.525 11.024 4.946 -2.879 3.307 2.609
C -19.384 11.785 5.480 0.965 -1.599 -2.834
O -19.323 13.078 5.799 2.915 -0.918 -0.626
B -20.523 13.645 6.319 0.317 -1.217 0.876
O -21.508 12.606 5.979 -1.066 -0.571 -0.142
C -20.933 11.466 5.547 1.424 0.736 0.885
O -21.418 10.413 5.284 -0.658 0.161 -0.067
O -20.344 13.847 7.820 -1.411 0.710 -1.627
C -20.826 15.057 8.044 0.942 1.695 2.857
O -20.768 15.610 9.131 -0.623 -0.558 -1.293
C -21.174 15.818 6.711 -0.590 2.199 0.564
O -20.788 14.991 5.815 -0.140 -1.235 -2.366
O -21.580 16.967 6.483 0.683 -2.619 1.068
C -16.542 16.479 0.641 -1.078 1.226 1.001
C -16.089 17.724 -0.224 -1.337 -1.759 -0.320
O -17.287 17.983 -1.015 -1.628 0.323 -0.802
S -18.687 17.229 -0.555 0.786 -2.867 2.138
O -18.989 15.999 -1.304 0.709 3.153 0.270
O -19.770 18.091 -0.127 1.740 -0.447 -1.393
O -18.002 16.688 0.810 0.779 0.378 -0.415
H -16.169 16.557 1.662 0.110 0.010 -0.128
H -16.401 15.447 0.321 0.282 0.393 -0.732
H -15.308 17.511 -0.954 -0.045 -0.191 0.170
H -15.816 18.621 0.332 -0.354 -0.209 0.241
C -16.069 2.288 3.164 -0.274 -0.251 1.359
C -16.029 3.269 2.018 -0.551 -1.741 -0.524
O -15.665 2.449 0.844 0.455 -0.937 0.422
S -15.393 0.839 1.241 0.709 -0.655 -0.440
O -13.947 0.656 1.508 -3.567 0.640 -0.426
O -16.076 -0.118 0.352 1.516 2.788 2.030
O -16.285 0.947 2.611 1.292 0.927 -0.206
H -16.868 2.529 3.864 -0.605 -0.416 -0.494
H -15.233 2.426 3.849 0.780 -0.964 -0.558
H -15.314 4.058 2.251 -0.127 0.015 -0.653
H -17.066 3.571 1.875 0.363 0.600 -0.510
C -15.780 23.624 4.599 1.705 -0.689 1.275
C -16.818 23.027 5.528 -0.904 -0.164 0.139
O -16.201 22.119 6.448 2.696 -0.304 0.227
S -14.499 22.228 6.332 -0.520 1.361 -1.912
O -13.962 21.316 5.356 -0.917 -0.103 1.186
O -13.826 22.389 7.595 -1.625 0.069 -1.492
O -14.613 23.638 5.460 0.732 -0.229 1.967
H -15.943 24.687 4.420 -0.229 -0.382 -0.627
H -15.412 22.986 3.796 -0.950 0.295 -0.620
H -17.609 22.446 5.054 0.074 0.209 -0.254
H -17.258 23.837 6.109 -0.064 -0.064 0.108
C -23.157 13.498 15.801 -0.239 0.292 -4.451
C -23.883 14.867 15.940 1.773 -0.169 -1.007
O -24.551 14.743 17.141 -1.896 -1.085 1.376
S -25.015 13.149 17.306 -1.836 0.814 2.356
O -26.021 12.842 16.303 1.209 0.429 1.609
O -25.255 12.884 18.761 1.158 0.680 -4.806
O -23.635 12.629 16.746 0.326 -1.353 3.043
H -22.109 13.465 15.500 0.502 0.210 1.765
H -23.506 13.021 14.886 -0.488 0.428 -0.583
H -24.480 15.040 15.045 -0.593 -0.114 0.328
H -23.200 15.715 15.996 0.081 -0.131 0.348
C -17.589 8.137 -2.683 1.453 0.526 -3.448
C -18.712 9.027 -2.343 -1.991 -0.375 -0.619
O -19.868 8.113 -2.357 -0.049 0.032 0.617
S -19.732 6.963 -3.524 -0.950 0.787 1.991
O -20.346 7.504 -4.724 1.592 -1.029 1.366
O -20.185 5.715 -2.950 0.591 1.614 -1.217
O -18.126 6.997 -3.463 0.053 -0.032 0.413
H -16.765 7.993 -1.984 -0.832 -1.266 0.485
H -17.085 8.660 -3.496 0.509 0.193 0.086
H -18.972 9.740 -3.125 0.486 0.107 -0.102
H -18.496 9.604 -1.443 -0.872 -0.551 0.440
C -30.762 14.028 9.990 -0.861 0.165 0.972
C -29.931 14.723 11.059 0.648 -0.497 -0.212
O -28.751 14.999 10.285 2.204 -0.590 -0.470
S -28.244 13.711 9.347 -0.140 -0.721 1.708
O -27.457 12.749 10.155 -2.459 2.390 -1.918
O -27.692 14.120 8.070 -1.282 -0.118 2.081
O -29.839 13.252 9.180 0.628 0.377 -0.046
H -31.368 14.815 9.541 0.623 -0.123 -1.382
H -31.533 13.366 10.383 0.483 -0.444 0.133
H -29.807 14.115 11.956 0.779 -0.411 -0.231
H -30.201 15.698 11.464 -0.632 -0.003 -0.650
C -23.175 5.853 10.935 1.143 0.554 -1.246
C -23.219 4.335 10.631 1.540 2.683 -0.615
O -23.942 3.895 11.705 -1.523 -1.028 2.786
S -23.668 4.755 13.156 -3.331 2.952 -3.347
O -22.777 4.017 13.935 0.961 -0.471 0.910
O -24.945 5.283 13.684 3.184 -1.680 -1.326
O -22.904 6.008 12.304 -0.945 -1.975 2.492
H -24.086 6.376 10.644 -0.231 -0.214 0.143
H -22.326 6.386 10.508 -0.108 -0.227 -0.581
H -22.211 3.925 10.580 0.135 -0.163 0.353
H -23.631 4.205 9.630 -0.824 -0.419 0.426
C -11.069 10.884 7.028 -0.339 -1.989 -0.344
C -9.530 10.773 7.094 -0.691 -0.779 -1.202
O -9.168 11.843 7.868 0.576 2.100 1.822
S -10.178 13.075 7.590 1.043 2.334 2.655
O -9.863 13.532 6.281 -0.441 0.221 -0.208
O -10.125 14.057 8.726 -0.744 -3.762 -3.411
O -11.497 12.125 7.510 0.983 2.174 0.957
H -11.471 10.148 7.724 -0.372 -0.089 -0.369
H -11.441 10.778 6.009 -0.021 -0.304 0.140
H -9.101 10.850 6.094 0.133 0.002 -0.023
H -9.186 9.857 7.575 -0.133 0.095 -0.018
C -15.035 19.806 13.921 -0.039 2.503 -0.956
C -14.853 18.372 13.726 -0.260 -2.208 1.631
O -13.441 18.061 13.871 1.483 1.176 -0.075
S -12.564 19.271 14.627 -1.808 0.957 -0.289
O -11.581 19.932 13.782 -1.965 -1.506 0.974
O -12.172 18.891 15.963 -0.696 0.164 -1.771
O -13.974 20.212 14.746 2.674 -0.025 0.716
H -15.910 20.218 14.424 -0.344 -0.979 0.234
H -15.073 20.343 12.973 0.704 0.194 -0.272
H -15.266 17.926 12.822 0.432 0.223 -0.055
H -15.310 17.904 14.598 -0.178 -0.502 -0.146

***

No. 3
79
Properties=species:S:1:pos:R:3:forces:R:3 method="wB97M-V/def2-TZVPD" de_lowest_ev=0.000 total_energy_ev=-115300.8018 e_lumo_ev=2.54 total_charge=-1 homo_ha=-0.25293
As 3.608 -2.435 21.817 0.330 -0.153 -0.088
F 5.214 -2.557 22.381 0.448 -0.204 0.566
F 3.592 -4.152 21.504 -0.317 -0.123 -0.097
F 2.010 -2.326 21.212 -0.714 -0.025 -0.217
F 3.603 -0.747 22.148 -0.423 -0.020 0.110
F 4.225 -2.157 20.229 -0.096 0.147 -0.331
F 3.017 -2.819 23.396 -0.385 0.130 0.316
O 4.455 1.939 23.514 -0.064 0.228 0.400
H 3.680 1.844 24.085 0.296 0.251 -0.193
H 4.153 2.413 22.736 -0.040 -0.188 -0.092
O 7.389 -2.531 20.658 0.233 -0.062 -0.104
H 6.836 -2.510 21.446 0.046 0.109 -0.135
H 6.896 -3.097 20.038 0.087 0.193 0.173
O 6.033 0.369 21.916 0.009 -0.100 -0.437
H 5.209 -0.152 21.855 0.649 0.601 0.198
H 6.526 0.151 21.118 0.018 -0.255 0.013
O 5.011 -6.240 20.886 0.114 -0.561 -0.086
H 4.318 -6.746 20.450 -0.011 0.014 0.105
H 4.533 -5.590 21.426 0.158 0.124 -0.254
O 5.928 -4.249 19.039 0.059 -0.517 -0.394
H 5.762 -5.158 19.341 -0.075 0.319 0.306
H 5.465 -4.154 18.203 -0.016 0.178 0.004
O 3.397 -1.007 25.501 -0.110 0.303 0.336
H 2.927 -1.743 25.098 0.168 -0.040 -0.220
H 3.428 -1.214 26.446 0.049 -0.205 -0.045
O 4.639 -1.229 17.589 -0.158 -0.081 -0.086
H 4.339 -1.506 18.467 0.195 0.017 0.048
H 3.992 -0.577 17.309 0.010 0.024 0.009
C 2.548 -4.070 26.248 -0.005 0.200 -1.605
C 3.282 -4.096 27.566 -0.499 -0.330 0.395
C 4.732 -4.448 27.362 0.012 0.816 -0.430
O 4.784 -5.765 26.890 0.064 -0.375 0.272
C 6.070 -6.086 26.436 0.614 0.144 -0.221
N 3.181 -2.787 28.208 0.033 0.318 -0.179
H 1.790 -3.287 26.151 -0.182 -0.182 0.506
H 2.108 -5.013 25.926 -0.092 -0.134 0.524
H 3.215 -3.848 25.407 0.230 0.051 0.283
H 2.843 -4.914 28.159 0.058 0.184 0.248
H 5.313 -4.257 28.279 0.032 -0.494 0.095
H 5.139 -3.755 26.610 0.035 -0.055 -0.003
H 6.808 -5.970 27.241 0.022 0.051 -0.042
H 6.353 -5.435 25.599 0.067 0.037 0.077
H 6.135 -7.111 26.078 -0.412 -0.070 0.114
H 2.217 -2.560 28.414 0.002 -0.031 0.026
H 3.718 -2.704 29.061 0.000 -0.187 0.040
C 0.202 -4.749 23.533 0.614 -0.064 -1.206
C -0.572 -3.572 22.968 -0.386 -0.390 -0.006
C -0.779 -3.725 21.468 -0.181 0.375 -0.192
O -1.655 -2.684 21.038 -0.131 -0.069 0.071
C -1.941 -2.777 19.667 0.562 0.087 -0.085
N -1.858 -3.466 23.670 -0.063 0.138 0.025
H -0.305 -5.705 23.371 -0.318 0.135 0.349
H 0.474 -4.587 24.567 -0.127 -0.122 0.136
H 1.113 -4.843 22.928 0.154 0.066 0.348
H 0.035 -2.676 23.117 -0.237 0.127 0.164
H -1.254 -4.693 21.232 0.139 -0.036 0.081
H 0.162 -3.617 20.922 0.052 -0.266 0.066
H -2.469 -3.707 19.419 -0.087 0.045 0.040
H -1.004 -2.754 19.091 -0.116 -0.039 -0.067
H -2.530 -1.910 19.379 -0.145 -0.046 0.055
H -2.398 -4.295 23.427 0.063 -0.038 0.178
H -2.400 -2.703 23.279 0.155 0.081 -0.012
C 0.382 3.344 25.819 -0.413 0.890 -0.432
C 0.876 2.135 25.064 0.361 -0.781 0.514
C 0.991 2.353 23.575 -0.179 1.594 -0.272
O 1.431 1.251 22.861 0.377 -0.282 -0.265
C 0.520 0.185 22.803 -0.537 -0.273 -0.163
N 2.219 1.767 25.611 -0.909 -0.948 -0.253
H -0.503 3.808 25.362 -0.009 -0.292 -0.078
H 1.150 4.120 25.789 0.095 -0.118 0.176
H 0.108 3.152 26.856 0.239 -0.214 0.045
H 0.196 1.284 25.202 -0.220 0.177 0.115
H 1.686 3.186 23.403 0.379 -0.351 0.044
H 0.072 2.762 23.120 -0.368 -0.375 0.371
H 0.881 -0.530 22.068 0.157 0.022 0.167
H -0.486 0.496 22.475 0.141 0.242 0.026
H 0.385 -0.311 23.771 0.181 -0.080 -0.006
H 2.006 1.286 26.487 0.281 0.495 0.238
H 2.531 0.929 25.099 0.037 0.262 -0.073

***

No. 4
21
Properties=species:S:1:pos:R:3:forces:R:3 method="wB97M-V/def2-TZVPD" smiles=O.O.O.O.O.O.O de_lowest_ev=1.684 total_energy_ev=-14559.7775 e_lumo_ev=-0.06 homo_ha=-0.38034
O 1.680 -1.091 3.100 -1.345 0.792 1.024
H 2.309 -1.700 2.788 1.245 -1.048 -0.723
H 1.309 -0.632 2.341 0.188 0.296 -0.304
O 1.002 -0.515 -2.368 -0.568 -0.606 1.511
H 1.185 -0.108 -3.189 0.143 0.388 -1.593
H 0.046 -0.414 -2.171 0.437 -0.267 -0.155
O -0.876 -2.269 0.904 0.660 -0.587 -0.636
H -0.201 -2.830 1.321 -0.292 0.240 -0.143
H -1.219 -1.744 1.611 -0.420 0.409 0.965
O -0.795 2.496 1.791 -0.088 -0.161 0.004
H -1.737 2.463 1.557 0.705 -0.279 0.030
H -0.351 1.644 1.545 -0.977 0.792 0.250
O 1.007 2.082 -1.521 0.343 -1.260 -0.185
H 1.143 1.158 -1.862 0.198 0.786 0.759
H 0.626 2.486 -2.293 -0.381 0.753 -0.245
O -1.714 -0.467 -1.634 0.655 0.217 1.366
H -2.093 -0.522 -2.483 -0.903 -0.139 -1.567
H -2.436 -0.580 -1.008 0.147 -0.060 0.031
O 0.438 0.290 0.892 -0.615 -2.070 1.045
H 0.034 -0.541 0.549 0.261 0.523 0.213
H 0.642 0.797 0.137 0.606 1.283 -1.647